Entry 1:
{"formula": "C4H6", "method": "wB97M-V/def2-TZVPD", "elements": ["C", "C", "C", "C", "H", "H", "H", "H", "H", "H"], "positions_angstrom": [[-1.454650, 0.780380, -0.180954], [-1.641789, 1.694029, -1.125437], [2.760088, -2.224935, 1.184653], [1.917111, -1.429522, 0.876412], [-0.550571, 0.154178, -0.188895], [-2.162751, 0.663882, 0.663614], [-0.935563, 1.810833, -1.945406], [-2.503533, 2.363963, -1.124036], [3.543114, -2.920057, 1.382097], [1.028544, -0.892751, 0.457952]], "forces_ev_per_angstrom": [[-0.05, 0.08, 0.40], [-0.05, -0.03, 0.03], [0.01, 0.22, -0.18], [-1.54, 0.27, -0.88], [-0.65, 0.25, 0.00], [0.58, 0.00, -0.65], [-0.12, 0.00, 0.16], [0.21, -0.24, 0.02], [-0.05, 0.11, 0.17], [1.66, -0.65, 0.94]], "energy_ev": -4241.8508, "gap_ev": 11.553, "lumo_energy_ev": 1.2, "smiles": "C#C.C=C", "max_force_ha_per_bohr": 0.03914, "e_above_lowest_kj_mol": 203.6}

Entry 2:
{"formula": "C3H4N2O2", "method": "wB97M-V/def2-TZVPD", "elements": ["C", "C", "C", "N", "N", "O", "O", "H", "H", "H", "H"], "positions_angstrom": [[1.283474, 0.521615, -0.042020], [-0.964438, 0.005620, 0.809308], [-0.125656, 0.844460, -0.145010], [2.313160, -0.008532, -0.056244], [-1.607687, -1.050096, 0.590028], [3.436739, -0.392526, -0.043705], [-1.607922, -1.656810, -0.617945], [-0.996408, -1.238278, -1.252713], [-1.018728, 0.358186, 1.828201], [-0.270696, 1.897381, 0.117900], [-0.441842, 0.718975, -1.187800]], "forces_ev_per_angstrom": [[0.71, -0.64, -0.09], [0.50, 0.72, -0.24], [-0.65, -0.04, -0.05], [-1.15, 1.18, 0.09], [-0.48, -0.55, 0.62], [1.11, -0.73, -0.01], [0.19, -0.01, -0.73], [-0.06, 0.08, 0.26], [-0.08, 0.02, 0.14], [-0.05, -0.15, -0.12], [-0.04, 0.12, 0.12]], "energy_ev": -10245.9999, "gap_ev": 10.113, "lumo_energy_ev": 0.3, "smiles": "[O-][N+]#CC/C=N\\O", "max_force_ha_per_bohr": 0.03211, "e_above_lowest_kj_mol": 604.5}

Entry 3:
{"formula": "C6H15ClOSi", "method": "wB97M-V/def2-TZVPD", "elements": ["C", "C", "C", "C", "C", "C", "O", "Si", "Cl", "H", "H", "H", "H", "H", "H", "H", "H", "H", "H", "H", "H", "H", "H", "H"], "positions_angstrom": [[-1.191335, -1.889669, 0.044876], [-2.051251, 0.375331, 0.896597], [-1.402819, 0.025560, -1.514239], [2.342985, 2.263311, -0.642078], [1.804597, -0.938291, 1.292757], [-1.150252, -0.348521, -0.060399], [0.994835, 1.551366, -0.464421], [0.705510, 0.147742, 0.292084], [4.553906, -0.432837, -0.082226], [-0.880522, -1.938097, 1.151332], [-2.279076, -2.143705, 0.132842], [-0.705422, -2.505506, -0.822122], [-2.813707, 1.051769, 0.367207], [-1.573684, 1.030762, 1.598582], [-2.707638, -0.287932, 1.497989], [-1.635943, 1.061844, -1.604782], [-0.487523, -0.159321, -2.103850], [-2.234500, -0.622081, -1.921445], [2.450718, 2.753879, -1.613624], [3.243174, 1.576213, -0.319871], [2.355342, 2.996370, 0.081743], [2.919718, -0.610041, 0.828295], [1.948635, -0.542392, 2.342244], [1.627123, -1.986021, 1.297310]], "forces_ev_per_angstrom": [[-0.85, 0.30, 1.75], [-2.76, 0.63, 0.10], [-0.15, -1.08, -0.67], [0.94, -2.65, 0.47], [1.54, 3.25, 0.21], [2.15, -0.17, -1.62], [1.80, -0.28, 0.12], [-0.87, -0.47, -0.07], [-0.01, 0.20, -0.04], [0.29, -1.53, -1.71], [0.75, -0.08, -0.54], [-0.48, 1.20, 2.11], [1.20, -0.92, 0.43], [0.44, 0.34, 0.48], [0.55, 0.05, -0.25], [-0.26, 0.75, -0.29], [-0.54, -0.03, -0.13], [0.73, 0.83, 0.28], [-0.45, -0.77, -0.01], [-1.77, 0.75, -1.27], [-0.36, 1.82, 1.54], [-1.19, -1.03, 0.27], [-0.38, -0.36, -0.97], [-0.31, -0.72, -0.20]], "energy_ev": -28910.9370, "gap_ev": 7.285, "lumo_energy_ev": -0.7, "max_force_ha_per_bohr": 0.06998, "e_above_lowest_kj_mol": 345.3}

Entry 4:
{"formula": "C3H9NS2", "method": "wB97M-V/def2-TZVPD", "elements": ["C", "C", "C", "N", "H", "H", "H", "H", "H", "H", "H", "S", "S", "H", "H"], "positions_angstrom": [[-0.131620, -0.501405, -0.720750], [-0.228637, 0.991272, -0.810465], [0.701237, 1.825032, -0.358536], [0.695009, 3.218383, -0.494005], [0.824134, -0.813660, -0.303657], [-0.924505, -0.907719, -0.088181], [-0.237710, -0.976434, -1.698728], [-1.101341, 1.389954, -1.320962], [1.614357, 1.439669, 0.085507], [1.049326, 3.714569, 0.311180], [-0.195182, 3.604340, -0.781187], [-1.422159, -3.740817, 1.970826], [0.474760, -3.627812, 1.152904], [-2.048477, -2.944988, 1.086500], [0.930807, -2.670380, 1.969548]], "forces_ev_per_angstrom": [[-0.04, 0.08, -0.05], [0.05, -0.13, -0.15], [0.02, 0.07, -0.08], [-0.07, 0.15, 0.01], [0.03, -0.01, 0.04], [0.01, -0.04, 0.04], [0.03, 0.01, -0.01], [-0.05, 0.09, 0.11], [-0.08, -0.03, 0.11], [0.03, -0.06, -0.07], [0.07, -0.09, 0.04], [0.12, -0.03, -0.19], [-0.23, -0.12, 0.17], [0.03, 0.01, 0.06], [0.10, 0.09, -0.03]], "energy_ev": -26416.8739, "gap_ev": 8.452, "lumo_energy_ev": 0.3, "smiles": "C/C=C/N.SS", "max_force_ha_per_bohr": 0.00608, "e_above_lowest_kj_mol": 77.5}

Entry 5:
{"formula": "C20H63N15O10", "method": "wB97M-V/def2-TZVPD", "elements": ["C", "C", "O", "H", "H", "H", "H", "H", "H", "C", "O", "N", "N", "H", "H", "H", "H", "C", "O", "N", "N", "H", "H", "H", "H", "C", "O", "N", "N", "H", "H", "H", "H", "C", "O", "N", "N", "H", "H", "H", "H", "C", "O", "N", "N", "H", "H", "H", "H", "C", "O", "N", "N", "H", "H", "H", "H", "C", "C", "C", "O", "C", "N", "H", "H", "H", "H", "H", "H", "H", "H", "H", "H", "H", "C", "C", "C", "O", "C", "N", "H", "H", "H", "H", "H", "H", "H", "H", "H", "H", "H", "C", "C", "C", "O", "C", "N", "H", "H", "H", "H", "H", "H", "H", "H", "H", "H", "H"], "positions_angstrom": [[2.390682, 6.292334, -5.052089], [2.186312, 7.821384, -5.054939], [2.988262, 8.141544, -3.916319], [2.029392, 6.071264, -6.056429], [1.948892, 5.618004, -4.318469], [3.428882, 5.980664, -4.937669], [1.158382, 8.183224, -5.032169], [2.573902, 8.197104, -6.001889], [3.879502, 7.805164, -4.035289], [3.387102, 5.666224, 1.390521], [4.271022, 6.437384, 1.465021], [2.236692, 5.887114, 2.038931], [3.355922, 4.524574, 0.661361], [2.198762, 6.712854, 2.619281], [1.360002, 5.390424, 1.969481], [2.475272, 4.051564, 0.517091], [4.164362, 4.187034, 0.158791], [0.643322, 0.838944, -0.909499], [1.490502, 0.221184, -1.521289], [0.137082, 1.944124, -1.318829], [0.064062, 0.514024, 0.281031], [-0.728348, 2.208674, -0.870339], [0.317832, 2.318304, -2.239379], [-0.799138, 0.899554, 0.636491], [0.374382, -0.377136, 0.641081], [-5.534348, 0.555474, -0.191199], [-5.642558, 1.766894, -0.149369], [-5.990848, -0.151446, -1.203389], [-5.144378, -0.090776, 0.818051], [-5.849048, -1.128416, -0.989999], [-6.524238, 0.219544, -1.976669], [-5.092428, -1.099406, 0.825501], [-5.078888, 0.432714, 1.679311], [-5.971008, 4.632214, -5.595379], [-5.783918, 4.956424, -6.769179], [-5.021438, 4.264914, -4.839029], [-7.179958, 4.613994, -5.044769], [-5.144288, 4.301934, -3.837209], [-4.097498, 4.123144, -5.221569], [-7.210498, 4.281434, -4.091589], [-8.003458, 4.792924, -5.601509], [2.152342, -4.734606, 0.520261], [2.096922, -3.883296, 1.396301], [1.942412, -4.478886, -0.742449], [2.312302, -5.987706, 0.808531], [1.794082, -3.527426, -1.047149], [1.853822, -5.258826, -1.377999], [2.493482, -6.717586, 0.134341], [2.226782, -6.176796, 1.796981], [-2.703398, 6.552724, -0.140749], [-2.651828, 5.829604, 0.841911], [-3.843228, 6.948664, -0.629289], [-1.790328, 7.130484, -0.745339], [-4.705478, 6.577554, -0.256579], [-3.925208, 7.615414, -1.383499], [-2.051128, 7.837024, -1.418309], [-0.845188, 6.804444, -0.602149], [1.066572, -3.139386, -7.095859], [2.087832, -2.684876, -6.089339], [3.425462, -3.641606, -6.080499], [3.226472, -5.099196, -5.826249], [4.472422, -5.754966, -5.601059], [2.412112, -1.334296, -6.509119], [0.121122, -3.258616, -6.566709], [1.511892, -4.059156, -7.475089], [0.849492, -2.555646, -7.990419], [1.595052, -2.689406, -5.117109], [4.144162, -3.416786, -5.292449], [3.784722, -3.570396, -7.107129], [4.970582, -5.280446, -4.755629], [5.242222, -5.615376, -6.360019], [4.252432, -6.818496, -5.508229], [1.571192, -0.842386, -6.775529], [2.676842, -0.720886, -5.751649], [5.155642, -2.792836, 10.474161], [4.606552, -1.436836, 9.900881], [4.004802, -1.551106, 8.522591], [3.501582, -0.276406, 8.090901], [3.002452, -0.407496, 6.732211], [3.755132, -0.824866, 10.939891], [6.152612, -3.056066, 10.120821], [4.398502, -3.559116, 10.307861], [5.322472, -2.648696, 11.541631], [5.496492, -0.808586, 9.863591], [3.227472, -2.315196, 8.527901], [4.809022, -1.774966, 7.821721], [2.002472, -0.831246, 6.639631], [3.691522, -0.803406, 5.986191], [2.913162, 0.615634, 6.367071], [2.900002, -1.335976, 11.106121], [3.339962, 0.033394, 10.606531], [-3.211188, -4.730886, 4.376311], [-4.255018, -4.539026, 3.187941], [-3.432578, -4.456536, 1.811471], [-4.298038, -4.208876, 0.685421], [-3.750148, -4.788456, -0.491359], [-5.058348, -5.789236, 3.167541], [-3.070248, -5.791736, 4.583281], [-3.620608, -4.231686, 5.254531], [-2.318628, -4.132226, 4.194571], [-4.890658, -3.654866, 3.236191], [-2.873708, -5.361526, 1.573201], [-2.717638, -3.641186, 1.921781], [-3.757058, -5.866866, -0.333009], [-2.734348, -4.473536, -0.730269], [-4.395178, -4.518266, -1.327429], [-4.332348, -6.411616, 2.842491], [-5.595298, -5.685706, 2.318381]], "forces_ev_per_angstrom": [[-1.13, -0.26, -1.88], [1.93, -2.30, 1.22], [-0.73, 2.36, 0.56], [0.14, -1.24, -0.11], [-0.88, 0.74, 0.17], [0.32, 0.61, -0.59], [0.09, -0.12, 0.87], [0.38, 0.23, 0.02], [-0.14, -0.01, -0.25], [-1.99, -1.57, -0.66], [3.41, 1.95, 0.10], [-2.40, 0.86, 1.63], [0.13, -1.24, -0.87], [0.14, -0.15, -0.27], [0.49, -0.20, -0.16], [0.41, -0.04, 0.05], [-0.23, 0.35, 0.16], [0.58, -2.29, 0.64], [0.63, -0.76, 0.34], [-2.30, 4.82, -2.01], [0.74, -2.04, 1.25], [0.22, 0.53, -0.42], [0.05, -0.32, 0.23], [0.35, -0.09, -0.23], [-0.28, 0.13, 0.22], [-2.61, 4.65, -2.60], [0.21, 1.79, -0.30], [0.09, -2.49, -1.53], [2.50, -3.61, 5.16], [-0.79, -0.18, -1.35], [0.38, -0.17, 0.39], [0.03, 0.21, 0.37], [0.23, -0.30, -0.20], [-2.20, 1.69, -5.07], [-0.19, -0.12, -0.17], [4.44, -1.65, 4.01], [-1.65, 0.01, 1.36], [0.40, -0.30, -0.16], [-0.32, 0.31, 0.13], [-0.82, 0.05, -0.34], [0.34, -0.01, 0.31], [-0.76, 2.71, 1.60], [0.09, 0.65, 0.46], [-0.27, 0.61, -3.41], [0.62, -3.99, 1.45], [0.10, -0.30, 0.02], [-0.04, 0.60, -0.19], [-0.11, 0.18, 0.38], [0.33, -0.38, -0.33], [-3.81, -2.62, 4.39], [0.81, -1.08, 0.29], [-5.52, 0.71, -1.37], [7.45, 2.86, -3.46], [0.30, 0.15, 0.05], [-0.10, -0.36, 0.22], [0.98, -0.32, 0.04], [-0.01, 0.62, -0.19], [-0.16, -1.68, -0.22], [0.87, -0.29, 0.19], [-1.43, -0.75, 0.10], [-0.40, 1.28, -0.60], [-0.30, 0.81, -0.05], [0.77, 1.15, 0.51], [-0.07, -0.60, -0.35], [-1.00, -0.58, -0.14], [0.54, 0.60, 0.29], [0.35, -0.24, 0.35], [0.09, 1.03, -0.33], [0.57, 0.30, 0.13], [-0.13, -0.49, 0.75], [-0.36, -0.01, -0.84], [0.16, 0.18, 0.34], [-0.34, -0.44, -0.60], [0.83, -0.27, 0.50], [-0.52, 1.04, -0.16], [0.85, -0.28, 1.49], [0.42, 0.83, 0.02], [-0.52, -1.24, -1.17], [0.17, 1.92, 0.35], [-0.40, 0.14, -0.29], [-0.30, -0.18, -0.63], [0.31, -0.36, 0.08], [-0.39, 0.01, 0.07], [-0.11, 0.37, -0.28], [-0.21, -0.13, -0.24], [0.02, -0.69, -0.09], [0.13, -0.50, 0.35], [0.29, -0.80, 0.50], [-0.25, 0.23, 0.24], [0.03, -0.89, 0.10], [0.48, 0.54, -0.34], [-1.48, 1.71, -0.78], [2.10, -1.55, -0.87], [-1.04, 0.89, 0.86], [0.50, 0.23, 0.51], [-0.59, -0.11, 0.18], [0.29, 1.09, -0.46], [0.31, 0.24, -0.13], [-0.23, -0.42, 0.23], [0.38, -0.56, -0.23], [0.08, -0.03, 0.34], [0.08, -0.32, 0.56], [0.21, 0.18, -0.23], [0.10, -0.23, -0.41], [0.14, 0.23, 0.23], [-0.03, -0.10, 0.07], [-0.05, -0.97, 0.29], [-0.77, -0.16, -0.18]], "energy_ev": -64586.4399, "gap_ev": 9.088, "lumo_energy_ev": -0.2, "smiles": "COC[C@H](C)N.COC[C@H](C)N.COC[C@H](C)N.NC(N)=O.NC(N)=O.NC(N)=O.NC(N)=O.NC(N)=O.NC(N)=O.CCO", "max_force_ha_per_bohr": 0.16916}

Entry 6:
{"formula": "C24H28N2O2", "method": "wB97M-V/def2-TZVPD", "elements": ["C", "C", "C", "C", "C", "C", "C", "H", "H", "N", "C", "H", "C", "N", "C", "C", "H", "H", "H", "H", "C", "H", "C", "O", "H", "C", "O", "C", "C", "C", "C", "C", "C", "C", "C", "C", "C", "H", "H", "H", "H", "H", "H", "H", "H", "H", "H", "H", "H", "H", "H", "H", "H", "H", "H", "H"], "positions_angstrom": [[2.251199, 5.815227, 5.684348], [2.148502, 4.832264, 4.556913], [1.305179, 5.053288, 3.479082], [1.199790, 4.140441, 2.445786], [1.935659, 2.954478, 2.458637], [2.780222, 2.731139, 3.551299], [2.884634, 3.652710, 4.570798], [3.544924, 3.449232, 5.402482], [3.347305, 1.814222, 3.610605], [1.808874, 1.976255, 1.476744], [0.732799, 2.052041, 0.516631], [-0.166232, 2.424991, 1.009128], [0.448883, 0.647089, -0.017697], [1.643091, 0.115469, -0.642244], [2.714614, 0.028676, 0.332274], [3.002341, 1.429593, 0.866102], [3.812144, 1.390904, 1.592732], [3.320218, 2.065280, 0.022355], [3.606069, -0.364645, -0.161302], [2.458309, -0.635450, 1.172393], [1.429004, -1.088973, -1.408438], [2.331708, -1.265611, -2.006923], [1.111958, -2.375661, -0.612540], [2.264251, -3.022982, -0.130060], [2.857434, -3.200409, -0.869800], [0.267606, -3.332073, -1.471698], [-0.970091, -2.702111, -1.693014], [-1.926522, -3.346227, -2.420195], [-1.784675, -4.590075, -2.983039], [-2.836392, -5.157969, -3.718889], [-4.014928, -4.493065, -3.892380], [-4.198342, -3.212732, -3.327406], [-5.400822, -2.492046, -3.480448], [-5.554671, -1.254149, -2.921281], [-4.512482, -0.678406, -2.180548], [-3.333136, -1.350201, -2.013245], [-3.146922, -2.626103, -2.580232], [-2.524993, -0.920260, -1.441840], [-4.648954, 0.299354, -1.742183], [-6.480663, -0.711511, -3.044961], [-6.201857, -2.940707, -4.050596], [-4.820585, -4.934277, -4.460149], [-2.693771, -6.138611, -4.148691], [-0.870630, -5.151746, -2.870387], [0.137457, -4.280443, -0.932900], [0.780011, -3.532526, -2.425515], [0.527365, -2.125572, 0.277599], [0.597465, -0.896792, -2.090629], [-0.345080, 0.696268, -0.766270], [0.102731, 0.021784, 0.822625], [0.985844, 2.711772, -0.329308], [0.547537, 4.370104, 1.617454], [0.723213, 5.963769, 3.435826], [1.659055, 5.476024, 6.535407], [1.881344, 6.792219, 5.382053], [3.283007, 5.916741, 6.015534]], "forces_ev_per_angstrom": [[-0.05, -0.08, 0.03], [-0.05, 0.10, -0.05], [0.12, 0.01, 0.21], [0.02, -0.20, -0.24], [-0.05, 0.29, 0.30], [0.06, -0.02, -0.06], [-0.02, 0.06, -0.09], [0.07, -0.03, 0.08], [0.02, -0.10, 0.00], [-0.14, -0.29, -0.17], [-0.22, -0.21, 0.02], [0.04, 0.02, -0.04], [-0.01, 0.29, -0.07], [0.06, 0.03, 0.06], [0.18, 0.31, -0.01], [0.19, -0.27, -0.03], [-0.03, 0.01, -0.04], [0.05, -0.03, 0.06], [0.01, -0.03, 0.04], [0.06, 0.01, -0.02], [-0.14, -0.22, 0.22], [-0.05, -0.11, -0.06], [-0.50, 0.25, -0.48], [0.31, -0.27, 0.01], [-0.01, 0.04, 0.04], [0.42, -0.13, 0.33], [-0.34, 0.05, -0.10], [0.02, -0.18, -0.10], [0.41, 0.30, 0.33], [-0.40, 0.04, -0.15], [0.14, -0.29, -0.09], [0.29, 0.13, 0.19], [-0.11, 0.15, 0.03], [-0.15, -0.16, -0.15], [0.22, 0.04, 0.11], [-0.02, 0.17, 0.08], [-0.08, -0.08, -0.07], [0.02, 0.08, 0.05], [0.02, 0.07, 0.05], [-0.08, 0.01, -0.03], [-0.08, -0.03, -0.05], [-0.07, -0.06, -0.06], [-0.02, -0.07, -0.04], [0.10, 0.01, 0.05], [0.02, 0.11, -0.10], [-0.06, -0.01, 0.04], [-0.01, 0.00, -0.08], [0.07, -0.03, -0.05], [-0.03, -0.01, 0.01], [-0.04, 0.03, -0.03], [-0.07, 0.01, 0.04], [-0.05, -0.02, -0.09], [-0.04, 0.09, 0.00], [-0.01, 0.07, 0.09], [0.00, 0.09, 0.04], [0.04, 0.07, 0.06]], "energy_ev": -32417.5021, "gap_ev": 8.235, "lumo_energy_ev": 0.7, "smiles": "Cc1ccc(N2CCN(C[C@H](O)COc3cccc4ccccc34)CC2)cc1", "max_force_ha_per_bohr": 0.01445, "e_above_lowest_kj_mol": 223.4}